# 1
The following is a quantum chemistry calculation of a single C8H12N2O2 molecule, from the OMol25 dataset.

Atoms and positions in Å:
C 3.500 -0.900 -0.026
C 3.223 0.046 1.001
C 2.580 -0.624 -0.984
C -0.399 1.691 -0.228
C 0.364 0.566 -0.958
C -1.762 -0.203 0.017
C -3.236 -0.640 -0.531
C -1.538 -0.462 1.511
N 2.069 0.685 0.782
N 1.633 0.235 -0.428
O -1.717 1.223 -0.170
O -0.737 -0.774 -0.726
H 4.393 -1.488 -0.373
H 3.905 0.075 1.780
H 2.409 -1.147 -1.964
H 0.076 1.985 0.680
H -0.589 2.616 -0.842
H 0.371 0.680 -1.991
H -3.405 0.087 -1.253
H -3.945 -0.629 0.251
H -2.997 -1.624 -1.009
H -0.410 -0.200 1.638
H -1.843 -1.483 1.683
H -1.946 0.286 2.139

As for the energy above the lowest of the compared OMol25 structures with the same formula, charge and spin: 0.0000 eV. The spin multiplicity is 3. The gap between HOMO and LUMO (alpha / beta) is 6.4840 / 6.2784 eV.

Formally, the Löwdin partial charges of the atoms, in units of the elementary charge, are as follows:
1 C -0.07
2 C -0.12
3 C -0.07
4 C -0.14
5 C -0.06
6 C -0.62
7 C 0.04
8 C 0.00
9 N 0.12
10 N -0.09
11 O -0.10
12 O -0.06
13 H 0.12
14 H 0.08
15 H 0.15
16 H 0.09
17 H 0.15
18 H 0.13
19 H 0.05
20 H 0.06
21 H 0.09
22 H 0.10
23 H 0.08
24 H 0.07

***

# 2
The following is a quantum chemistry calculation of FKLi as an isolated structure, from the OMol25 dataset.

Atoms and positions in Å:
Li -0.473 -0.577 -1.790
K -0.059 1.153 1.926
F 0.533 -0.577 -0.136

As for the energy above the lowest of the compared OMol25 structures with the same formula, charge and spin: 0.0000 eV. As for the total charge: +1. The gap between HOMO and LUMO is 10.5354 eV.

Formally, the Löwdin partial charges of the atoms, in units of the elementary charge, are as follows:
1 Li 0.87
2 K 0.95
3 F -0.82

***

# 3
The following is a quantum chemistry calculation of a 3-piece molecular cluster, C6H13NO2 overall, from the OMol25 dataset.

Atoms and positions in Å:
C 0.617 3.126 3.712
C 0.918 2.057 2.952
C 2.278 1.926 2.980
N 2.738 2.719 3.991
C 1.747 3.498 4.435
H -0.417 3.418 3.818
H 0.288 1.428 2.341
H 2.922 1.233 2.459
H 3.714 2.827 4.227
H 1.851 4.325 5.123
C -4.028 -0.193 -2.366
O -2.899 -0.105 -3.247
H -3.959 0.639 -1.665
H -4.998 -0.166 -2.864
H -4.062 -1.073 -1.724
H -2.381 -0.912 -3.302
C 1.045 -4.126 -3.088
O 0.127 -3.804 -4.118
H 1.559 -3.258 -2.675
H 0.579 -4.846 -2.415
H 1.838 -4.646 -3.624
H 0.524 -4.068 -4.951

As for the energy above the lowest of the compared OMol25 structures with the same formula, charge and spin: 2.9218 eV. The gap between HOMO and LUMO is 8.8109 eV.

Formally, the Löwdin partial charges of the atoms, in units of the elementary charge, are as follows:
1 C -0.14
2 C -0.14
3 C -0.14
4 N 0.00
5 C -0.14
6 H 0.10
7 H 0.10
8 H 0.10
9 H 0.15
10 H 0.11
11 C -0.16
12 O -0.12
13 H 0.07
14 H 0.07
15 H 0.07
16 H 0.07
17 C -0.16
18 O -0.13
19 H 0.08
20 H 0.08
21 H 0.07
22 H 0.07

***

# 4
The following is a quantum chemistry calculation of a 2-piece molecular cluster, C2H7N3O2 overall, from the OMol25 dataset.

Atoms and positions in Å:
C -0.571 0.933 0.443
C 0.270 -1.238 0.863
N 0.007 -0.348 -1.457
N 0.050 -0.291 -0.014
N 2.530 -0.223 0.685
O 3.643 -0.647 0.845
O 2.251 0.752 -0.029
H -0.665 1.586 -0.385
H -1.441 0.602 0.890
H 0.146 1.520 1.060
H -0.264 -1.139 1.835
H 0.837 -2.191 0.768
H 0.187 0.528 -1.726
H 0.787 -0.880 -1.808

As for the energy above the lowest of the compared OMol25 structures with the same formula, charge and spin: 7.4480 eV. The gap between HOMO and LUMO (alpha / beta) is 7.3380 / 7.3393 eV.

Formally, the Löwdin partial charges of the atoms, in units of the elementary charge, are as follows:
1 C -0.02
2 C 0.09
3 N 0.16
4 N -0.29
5 N -0.36
6 O -0.06
7 O -0.12
8 H 0.08
9 H 0.07
10 H 0.11
11 H 0.11
12 H 0.11
13 H 0.02
14 H 0.10

***

# 5
The following is a quantum chemistry calculation of an isolated ion of composition C3H3F3N3 and charge +1, from the OMol25 dataset.

Atoms and positions in Å:
C -0.229 0.393 -1.234
C -1.218 0.450 -0.167
F -2.509 0.458 -0.402
N -0.925 0.579 1.087
C 0.211 0.203 1.695
F 0.617 0.524 2.918
N 0.979 -0.600 0.987
N 1.591 -1.070 0.096
F 1.512 -2.262 -0.281
H -0.754 0.924 -1.958
H 0.671 1.089 -0.993
H 0.054 -0.687 -1.749

As for the energy above the lowest of the compared OMol25 structures with the same formula, charge and spin: 5.3963 eV. As for the total charge: +1. The gap between HOMO and LUMO is 9.6865 eV.

Formally, the Löwdin partial charges of the atoms, in units of the elementary charge, are as follows:
1 C 0.01
2 C -0.31
3 F 0.21
4 N 0.25
5 C -0.24
6 F 0.23
7 N 0.21
8 N 0.05
9 F 0.16
10 H 0.08
11 H 0.16
12 H 0.19

***

# 6
The following is a quantum chemistry calculation of C38H37N7OTeV as an isolated structure, from the OMol25 dataset.

Atoms and positions in Å:
V -0.531 -0.139 -0.568
C -0.916 4.057 -1.117
C -1.164 2.740 -0.749
N -0.371 1.754 -1.205
C 0.663 2.069 -2.026
C 0.898 3.391 -2.349
N 0.112 4.366 -1.896
C 1.355 0.876 -2.542
C 2.209 0.823 -3.601
C 2.631 -0.428 -4.121
C 2.079 -1.587 -3.514
C 1.234 -1.469 -2.455
N 0.916 -0.255 -1.922
C 0.466 -2.542 -1.799
C 0.556 -3.908 -1.985
N -0.249 -4.750 -1.337
C -1.145 -4.266 -0.483
C -1.241 -2.901 -0.253
N -0.442 -2.051 -0.922
C 3.538 -0.519 -5.248
C 4.160 -1.730 -5.570
C 5.051 -1.765 -6.633
N 5.337 -0.684 -7.358
C 4.741 0.472 -7.074
C 3.832 0.602 -6.033
H -1.557 4.864 -0.782
H -2.001 2.479 -0.114
H 1.726 3.688 -2.983
H 2.537 1.743 -4.061
H 2.282 -2.568 -3.916
H 1.280 -4.347 -2.662
H -1.795 -4.972 0.020
H -1.958 -2.491 0.447
H 3.996 -2.641 -5.011
H 5.553 -2.683 -6.908
H 4.999 1.321 -7.694
H 3.354 1.561 -5.884
C -1.785 0.209 2.943
C -0.417 0.321 2.369
O 0.470 0.691 3.192
N -0.184 0.013 1.082
Te 2.514 0.691 2.780
C 3.390 1.792 4.357
C 2.771 2.553 5.345
C 1.283 2.732 5.514
C 3.620 3.201 6.236
C 5.003 3.140 6.143
C 5.881 3.859 7.123
C 5.566 2.399 5.102
C 4.786 1.715 4.194
C 5.424 0.905 3.084
C 2.786 -1.299 3.320
C 3.226 -2.176 2.303
C 3.447 -1.773 0.859
C 3.510 -3.480 2.667
C 3.376 -3.929 3.979
C 3.729 -5.334 4.361
C 2.911 -3.036 4.946
C 2.620 -1.715 4.664
C 2.166 -0.819 5.788
H -2.017 1.120 3.498
H -1.788 -0.609 3.671
H -2.542 0.021 2.188
H 0.713 2.348 4.675
H 1.048 3.790 5.624
H 0.938 2.237 6.424
H 3.169 3.788 7.029
H 5.306 4.373 7.889
H 6.512 4.586 6.610
H 6.568 3.163 7.607
H 6.645 2.354 5.004
H 6.502 1.050 3.069
H 5.067 1.213 2.088
H 5.254 -0.168 3.221
H 2.860 -0.901 0.564
H 3.176 -2.599 0.200
H 4.500 -1.553 0.675
H 3.864 -4.170 1.908
H 4.094 -5.912 3.516
H 2.865 -5.844 4.792
H 4.497 -5.330 5.137
H 2.785 -3.384 5.966
H 1.579 -1.389 6.507
H 1.553 0.010 5.447
H 3.027 -0.415 6.323

The spin multiplicity is 2. As for the total charge: +4. The gap between HOMO and LUMO (alpha / beta) is 4.4066 / 4.8615 eV.

Formally, the Löwdin partial charges of the atoms, in units of the elementary charge, are as follows:
1 V 1.18
2 C -0.02
3 C -0.03
4 N -0.02
5 C -0.14
6 C 0.01
7 N 0.17
8 C -0.15
9 C 0.11
10 C -0.05
11 C 0.11
12 C -0.16
13 N 0.01
14 C -0.14
15 C 0.01
16 N 0.17
17 C -0.02
18 C -0.02
19 N -0.03
20 C -0.17
21 C 0.02
22 C -0.07
23 N 0.13
24 C -0.07
25 C 0.02
26 H 0.15
27 H 0.13
28 H 0.15
29 H 0.13
30 H 0.13
31 H 0.15
32 H 0.15
33 H 0.13
34 H 0.11
35 H 0.13
36 H 0.13
37 H 0.11
38 C 0.06
39 C -0.50
40 O -0.24
41 N 0.00
42 Te 2.02
43 C -0.34
44 C -0.28
45 C -0.03
46 C 0.03
47 C -0.21
48 C -0.01
49 C 0.03
50 C -0.31
51 C -0.07
52 C -0.34
53 C -0.30
54 C -0.07
55 C 0.01
56 C -0.20
57 C 0.00
58 C 0.03
59 C -0.25
60 C -0.02
61 H 0.13
62 H 0.13
63 H 0.10
64 H 0.04
65 H 0.11
66 H 0.11
67 H 0.14
68 H 0.09
69 H 0.11
70 H 0.10
71 H 0.15
72 H 0.11
73 H 0.07
74 H 0.08
75 H 0.01
76 H 0.08
77 H 0.10
78 H 0.14
79 H 0.09
80 H 0.11
81 H 0.11
82 H 0.15
83 H 0.11
84 H 0.04
85 H 0.11

***

| no. | calculated total energy (Ha) | molar mass (g/mol) |
| --- | --- | --- |
| 1 | -571.7655 | 168.20 |
| 2 | -707.1972 | 65.04 |
| 3 | -441.5726 | 131.18 |
| 4 | -394.9313 | 105.10 |
| 5 | -579.4794 | 138.07 |
| 6 | -3139.3220 | 786.31 |